# 1
The molecule C6H5NO4S at a distorted geometry, computed with ωB97M-V/def2-TZVPD.

The geometry in ORCA input format:
```
! wB97M-V def2-TZVPD RIJCOSX def2/J DEFGRID3
* xyz 0 1
H 0.75725 -1.22539 -0.08278
C 0.20813 0.60482 -0.61128
C 0.78683 1.70639 0.03778
H 0.21355 0.55799 3.21479
C 0.30555 0.58650 2.16360
H 1.20901 2.48008 2.10416
H 1.07691 2.57488 -0.44636
N 0.08899 0.79953 -1.85913
S -0.77126 -1.65192 -2.10411
O -1.86929 -2.44995 -2.58042
H -0.95208 -0.98675 2.25580
C -0.23419 -0.64563 0.17680
O -0.64627 -0.16446 -2.66948
C -0.44455 -0.39061 1.60957
O 0.61967 -2.08711 -2.02794
O -1.19765 -1.41927 -0.57156
C 0.84940 1.71091 1.39056
*
```

Properties
Relative energy (zero: lowest compared OMol25 entry of this formula, charge and spin) in eV: 0.903
HOMO-LUMO gap in eV: 8.60
LUMO in eV: -0.8
Total energy in eV: -26813.7435
HOMO energy in eV: -9.387

***

# 2
The molecule C6H5NS at a distorted geometry, computed with ωB97M-V/def2-TZVPD.

The geometry in ORCA input format:
```
! wB97M-V def2-TZVPD RIJCOSX def2/J DEFGRID3
* xyz 0 1
C 1.18773 -0.03830 0.67194
H -1.75695 0.27880 0.72524
C -1.12023 -0.38575 0.16207
N 1.58237 1.52420 -1.32740
H 1.01198 2.81766 -2.86303
H -0.15900 -1.44147 1.86736
C 0.96308 0.69098 -0.53672
C 0.82442 2.06919 -2.20888
S -0.88789 1.33866 -2.28917
H 2.19517 0.10857 1.03326
H -1.74822 -1.25816 -0.12856
C -0.53743 0.52521 -0.84014
C 0.07663 -0.78690 0.96712
*
```

Properties
Relative energy (zero: lowest compared OMol25 entry of this formula, charge and spin) in eV: 0.840
HOMO-LUMO gap in eV: 8.34
LUMO in eV: 0.6
Total energy in eV: -18626.2075
HOMO energy in eV: -7.772

***

# 3
The ion C6H5O5S with charge -1 at a distorted geometry, computed with ωB97M-V/def2-TZVPD.

The geometry in ORCA input format:
```
! wB97M-V def2-TZVPD RIJCOSX def2/J DEFGRID3
* xyz -1 1
H 0.45224 -0.17288 2.11984
O 2.57894 0.20430 -1.32154
H -1.85977 0.81162 2.01329
O -3.22706 1.12567 -0.11511
H 0.21705 -1.20364 -1.88853
O 1.44535 -1.91615 0.25455
H 2.16652 -1.46042 0.67524
C -0.26785 -0.64012 -1.18050
C -1.35582 0.50812 1.09989
C -2.14821 0.56761 -0.16756
O 1.06856 1.91909 -0.33826
C 0.42216 -0.70178 0.08920
C -1.49250 -0.06151 -1.24610
S 1.78773 0.69173 -0.19610
C -0.21085 -0.13194 1.24871
O 2.44973 0.49408 1.05342
H -2.02624 -0.03380 -2.10045
*
```

Properties
Relative energy (zero: lowest compared OMol25 entry of this formula, charge and spin) in eV: 1.115
HOMO-LUMO gap in eV: 8.51
LUMO in eV: 3.2
Total energy in eV: -27375.7982
HOMO energy in eV: -5.326

***

# 4
A structure of composition C6H5O6Tl at a distorted geometry, computed with ωB97M-V/def2-TZVPD.

The geometry in ORCA input format:
```
! wB97M-V def2-TZVPD RIJCOSX def2/J DEFGRID3
* xyz 2 1
C 1.15775 0.17960 3.02453
C 2.22151 -0.45676 -0.74093
O 0.16039 -3.93049 -1.32979
O -4.66877 -0.26358 -1.30666
H 1.55405 1.17665 2.78291
Tl -0.67184 -0.26309 0.37780
H -1.29956 1.03916 -0.53795
C -0.34558 -1.79477 -4.54986
H 1.65418 -0.59788 2.41499
H -0.74239 0.77715 3.18001
C -0.04175 4.50478 -1.23457
H 1.27636 -0.04117 4.10036
O -0.24292 0.11201 2.67256
O 0.46433 -1.76499 -5.35335
O 3.22598 -0.51971 -1.28589
C -3.55514 -0.33475 -1.05448
O -0.05304 5.08247 -0.25412
C -0.09353 -2.90465 -0.90558
*
```

Properties
HOMO-LUMO gap in eV: 6.07
LUMO in eV: -12.5
Total energy in eV: -23257.7885
HOMO energy in eV: -18.525

***

# 5
A cluster of 2 separate species, C6H6 in total at a distorted geometry, computed with ωB97M-V/def2-TZVPD.

The geometry in ORCA input format:
```
! wB97M-V def2-TZVPD RIJCOSX def2/J DEFGRID3
* xyz 0 1
C 0.43342 0.34344 0.88442
H 0.55476 1.29137 1.42508
C 0.08217 0.29897 -1.70512
H -1.24366 -0.41276 2.01790
C 0.21757 0.05739 -4.24133
H 1.46968 0.01367 0.66840
C -0.22042 -0.70995 1.78462
C 0.29462 0.12289 -2.98046
H -0.24296 -1.68523 1.28880
H -1.41364 0.96255 -1.36712
H 0.32925 -0.82737 2.72913
C -0.26080 0.54503 -0.50433
*
```

Properties
Relative energy (zero: lowest compared OMol25 entry of this formula, charge and spin) in eV: 7.716
HOMO-LUMO gap in eV: 8.45
LUMO in eV: -0.7
Total energy in eV: -6311.4844
HOMO energy in eV: -9.182

***

# 6
A structure of composition C6H6, computed with ωB97M-V/def2-TZVPD.

The geometry in ORCA input format:
```
! wB97M-V def2-TZVPD RIJCOSX def2/J DEFGRID3
* xyz 0 1
C -1.82180 0.93298 1.27538
H 0.64522 1.08224 -1.41140
C -0.26741 -2.44267 -1.19121
C -0.05529 -1.41571 -0.48432
H -1.22383 -1.67154 -0.69717
C 0.38193 -0.22776 0.30468
C -0.80874 0.43093 0.86443
C 1.22497 0.72994 -0.55460
H -2.72550 1.36937 1.64045
H 2.11565 0.21386 -0.92428
H 0.99854 -0.59385 1.13613
H 1.53626 1.59221 0.04190
*
```

Properties
Relative energy (zero: lowest compared OMol25 entry of this formula, charge and spin) in eV: 5.720
HOMO-LUMO gap in eV: 11.23
LUMO in eV: 0.8
Total energy in eV: -6313.4807
HOMO energy in eV: -10.476

***

# 7
The molecule C6H6 at a distorted geometry, computed with ωB97M-V/def2-TZVPD.

The geometry in ORCA input format:
```
! wB97M-V def2-TZVPD RIJCOSX def2/J DEFGRID3
* xyz 0 1
H 1.37756 1.34394 -0.73094
C -0.42340 -1.82326 0.28897
H -0.81356 0.85433 -1.56457
H -1.81887 -1.72782 -1.27119
C -1.25458 -1.11720 -0.54102
H -0.60626 0.24615 1.40481
C -0.85309 0.17692 -0.72513
H 1.34050 2.18684 1.00487
H 1.78243 0.58296 0.66578
C 1.15947 1.29673 0.32870
C 0.33121 -2.68789 0.72321
C -0.22141 0.66831 0.41652
*
```

Properties
Relative energy (zero: lowest compared OMol25 entry of this formula, charge and spin) in eV: 6.952
HOMO-LUMO gap (alpha / beta) in eV: 7.50 / 7.50
LUMO (alpha / beta) in eV: -1.7 / -1.7
Total energy in eV: -6312.2482
HOMO energy (alpha / beta) in eV: -9.170 / -9.168

***

# 8
The molecule C6H6, computed with ωB97M-V/def2-TZVPD.

The geometry in ORCA input format:
```
! wB97M-V def2-TZVPD RIJCOSX def2/J DEFGRID3
* xyz 0 1
C 0.32822 0.01752 0.73952
H -4.05400 0.07835 -0.53133
H 4.03451 0.21570 0.30958
C -2.98952 -0.00567 -0.55204
C -0.32614 -0.14088 -0.64678
H 0.03277 0.65999 -1.30279
C -1.78926 -0.08847 -0.59157
C 1.78658 0.09210 0.61499
H -0.05304 0.92418 1.22256
C 2.97767 0.15734 0.45086
H 0.00435 -1.08484 -1.09448
H 0.04785 -0.82530 1.38148
*
```

Properties
Relative energy (zero: lowest compared OMol25 entry of this formula, charge and spin) in eV: 3.698
HOMO-LUMO gap in eV: 10.99
LUMO in eV: 1.0
Total energy in eV: -6315.5022
HOMO energy in eV: -10.022